[1]
Below is a 4-piece molecular cluster, C5H18O3 overall, with properties calculated with wB97M-V/def2-TZVPD.

Element x y z (Å)
C -0.0251 -0.2356 -0.1743
C 1.2103 0.5018 0.6190
C 2.2276 0.8966 -0.3440
C 3.3353 -0.1926 -0.5855
C -1.0196 0.8450 -0.4867
H 0.3549 -0.6001 -1.1168
H -0.3202 -1.1175 0.3920
H 1.5003 -0.2966 1.3239
H 0.8809 1.3032 1.2835
H 2.7932 1.8004 -0.1782
H 1.7712 1.1323 -1.3227
H 2.9837 -0.8717 -1.3489
H 4.2857 0.3227 -0.7056
H 3.3975 -0.7992 0.3014
H -1.7098 0.5049 -1.2762
H -1.6941 1.0356 0.3281
H -0.5403 1.7347 -0.7520
H -4.5730 -1.4879 0.7139
H -5.2629 -1.5803 -0.7107
O -4.6970 -2.0563 -0.0435
H -2.8198 -4.5978 -2.3141
H -3.3358 -5.6223 -3.3769
O -2.6444 -5.4656 -2.7280
H 1.4151 5.5013 3.6466
H 1.4372 4.6758 4.8590
O 1.0490 4.6694 3.9965

Values from the calculation:
Energy above the lowest of the compared OMol25 structures with the same formula, charge and spin: 112.1 kJ/mol
HOMO (spin up / spin down): -13.31 / -13.31 eV
Spin multiplicity: 2
Total energy: -426.59781 Ha
Total charge: +1

=====

[2]
Below is a 4-piece molecular cluster, C5H18O3 overall, with properties calculated with wB97M-V/def2-TZVPD.

Element x y z (Å)
C 2.3620 0.3511 -0.8313
C 1.2992 -0.3060 0.0582
C 0.2437 0.3305 0.9079
C 0.4622 1.8228 1.2541
C 1.9827 1.3676 -1.9812
H 3.1034 0.7691 -0.1056
H 3.1233 -0.3696 -1.3334
H 1.8200 -0.9745 0.7622
H 0.8440 -1.1912 -0.5483
H 0.3413 -0.1972 1.8704
H -0.8078 0.1205 0.4417
H 0.2662 2.4299 0.3299
H -0.1363 2.2436 2.1228
H 1.5428 1.9344 1.3241
H 2.8297 2.1008 -2.1245
H 1.8815 0.7247 -2.8950
H 1.1784 1.9772 -1.8885
H -2.5377 -1.4001 -1.0592
H -1.1274 -1.0785 -1.3573
O -2.0172 -1.1676 -1.7589
H -1.7188 -3.9870 0.2891
H -1.3241 -3.7521 -1.2486
O -1.1723 -3.4951 -0.3071
H -1.6501 1.0071 2.4322
H -2.1696 2.4170 2.9430
O -2.2552 1.6415 2.5159

Values from the calculation:
Energy above the lowest of the compared OMol25 structures with the same formula, charge and spin: 252.4 kJ/mol
HOMO (spin up / spin down): -14.55 / -14.46 eV
Spin multiplicity: 2
Total energy: -426.54438 Ha
Total charge: +1

=====

[3]
Below is C5H19AlN6O5 as an isolated structure, with properties calculated with wB97M-V/def2-TZVPD.

Element x y z (Å)
Al -29.5044 23.7882 3.6361
O -27.2263 22.7489 4.9964
H -26.5885 23.4649 5.1837
C -25.7057 23.2733 9.7106
C -26.0212 22.4673 8.4706
O -26.6967 23.3183 7.5566
H -26.5619 23.8683 10.0283
H -24.9691 24.0524 9.5142
H -25.5163 22.6527 10.5864
H -26.6689 21.6243 8.7116
H -25.0813 22.0678 8.0897
H -26.8443 22.9058 6.7023
C -23.1111 26.0876 6.1510
O -23.4859 26.4597 5.0483
N -23.8480 25.3032 6.9327
N -22.0742 26.4543 6.7563
H -23.5083 24.8267 7.7558
H -24.8016 25.2739 6.6011
H -21.6876 27.2971 6.3557
H -22.0510 26.2123 7.7366
C -24.5939 20.7097 4.5423
O -23.6801 19.9747 4.1447
N -25.8575 20.4250 4.4797
N -24.4542 21.9402 4.9731
H -26.4961 21.1719 4.7130
H -26.1051 19.4505 4.5758
H -23.5128 22.2266 5.2004
H -25.3263 22.3766 5.2362
C -26.5068 22.8710 1.3089
O -27.6945 23.2517 1.3014
N -26.0036 22.2839 0.2745
N -25.6729 23.0016 2.2882
H -25.0262 22.0445 0.3616
H -26.4494 22.3675 -0.6279
H -24.7024 22.8454 2.0562
H -26.0619 22.8954 3.2142

Values from the calculation:
HOMO: -16.21 eV
Total energy: -1148.23961 Ha
Total charge: +2

=====

[4]
Below is C5H19BClCoCrN5O14 as an isolated structure, with properties calculated with wB97M-V/def2-TZVPD.

Element x y z (Å)
Cr 19.5649 -17.9567 25.2777
Co 17.8487 -14.1682 20.1652
Cl 20.3203 -16.5419 21.7882
O 21.1834 -15.5168 22.2818
O 20.9798 -17.1825 20.6704
O 20.1002 -17.4369 22.9063
O 19.0618 -16.0115 21.3311
B 15.9300 -15.1430 20.7264
H 16.2358 -14.1442 20.9968
H 15.8453 -15.7343 21.6250
H 14.9289 -15.0272 20.3410
H 16.5900 -15.6479 20.0381
C 21.4568 -19.3254 18.2317
N 21.1874 -19.7150 16.8189
O 20.0968 -20.2477 16.5367
O 22.0054 -19.3086 15.9647
H 20.4798 -19.4133 18.7071
H 21.8716 -18.3237 18.1197
H 22.1626 -20.0812 18.5764
C 17.8043 -19.5581 20.2378
N 16.5446 -18.8821 19.8129
O 15.9491 -18.1198 20.6375
O 16.1946 -19.0642 18.6345
H 18.0658 -20.0779 19.3160
H 17.4472 -20.2192 21.0274
H 18.5129 -18.8180 20.6094
C 21.4886 -21.8663 23.2344
N 20.7517 -20.6049 23.2562
O 20.7340 -19.8851 24.2454
O 20.0074 -20.3146 22.3031
H 20.7821 -22.6440 22.9442
H 21.8177 -21.9676 24.2685
H 22.2194 -21.7771 22.4306
C 22.5192 -13.6300 19.8736
N 23.2639 -13.9605 18.6180
O 24.0710 -14.9040 18.5667
O 23.0364 -13.1487 17.7098
H 21.7077 -12.9477 19.6207
H 23.3346 -13.3651 20.5468
H 22.0928 -14.5432 20.2888
C 24.1735 -17.9082 20.4804
N 24.0376 -17.6815 21.9697
O 23.8689 -18.7104 22.6201
O 24.2956 -16.5561 22.4515
H 25.2539 -18.0053 20.3734
H 23.7525 -17.0383 19.9764
H 23.6861 -18.8228 20.1425

Values from the calculation:
Energy above the lowest of the compared OMol25 structures with the same formula, charge and spin: 352.8 kJ/mol
HOMO (spin up / spin down): -16.97 / -16.95 eV
Spin multiplicity: 9
Total energy: -4439.01654 Ha
Total charge: +3